1.
This record from the OMol25 dataset describes 2 unconnected molecules or ions with the total composition C5H13NO2. The level of theory is ωB97M-V/def2-TZVPD.

The geometry in XYZ format:
```
21
Properties=species:S:1:pos:R:3:forces:R:3
C -0.490530 -0.746721 1.254581 -1.205 -0.280 -0.413
O -1.318596 -1.252147 0.178242 -0.454 -0.157 0.424
C -0.263457 0.747584 1.015933 1.814 0.819 0.059
C 1.156739 1.254170 1.472416 0.841 -0.893 0.627
C 2.002284 1.718832 0.295859 -1.201 1.074 1.968
C 1.947536 2.989166 -0.122331 0.415 -0.583 -1.298
N -1.217171 1.646179 1.703115 -0.043 -0.648 -1.138
H 0.319333 -1.485089 1.153979 0.399 1.001 0.518
H -0.970908 -0.806508 2.253988 0.162 -0.607 -0.402
H -2.239892 -0.972976 0.245847 0.225 0.131 0.221
H -0.291845 0.794092 -0.098398 -0.323 0.676 0.833
H 1.149873 2.069631 2.240771 -0.613 -0.704 -0.746
H 1.637628 0.381615 1.982218 0.019 0.648 -0.351
H 2.664622 0.961520 -0.068440 0.211 -0.035 -0.953
H 2.450730 3.128560 -1.085297 0.111 0.608 0.437
H 1.379112 3.858489 0.276960 0.300 -1.169 -0.067
H -2.006815 1.821036 1.097959 -0.375 -0.053 0.326
H -1.501469 1.212544 2.573768 -0.283 0.167 -0.053
H -0.225348 -4.816698 -4.228569 0.121 -0.208 -0.221
H -1.593563 -4.256748 -4.363929 -0.218 -0.052 -0.231
O -0.988930 -4.855508 -4.817215 0.097 0.265 0.459
```
Positions in Å, forces in eV/Å.

The relative energy (zero: lowest compared OMol25 entry of this formula, charge and spin) is 2.8820 eV. The SMILES is C=CC[C@H](N)CO.O. Its total energy is -10978.9969 eV. The molecular weight comes out at 119.164 g/mol.



2.
This record from the OMol25 dataset describes 3 unconnected molecules or ions with the total composition C5H13NO2. The level of theory is ωB97M-V/def2-TZVPD.

The geometry in XYZ format:
```
21
Properties=species:S:1:pos:R:3:forces:R:3
C 0.203111 -1.968961 -2.677698 0.423 -1.507 -0.855
N -0.406314 -1.318123 -1.547914 0.694 0.187 -0.534
C 0.170587 -1.507860 -0.287148 -1.550 -0.424 0.143
C 0.088070 -0.592679 0.684852 1.064 0.544 -1.008
C 0.381511 -0.781730 2.079228 -0.647 -1.022 0.357
C 0.109679 0.107027 3.026000 -0.172 0.764 0.567
H 0.374216 -3.032997 -2.474073 0.205 0.160 0.486
H -0.452778 -2.076929 -3.537298 -0.496 0.616 -0.003
H 1.156566 -1.590371 -3.090223 -0.184 0.303 0.546
H -0.651178 -0.367000 -1.788215 -0.072 0.128 0.455
H 0.318985 -2.564373 -0.068850 0.490 0.091 -0.019
H -0.106993 0.405605 0.322955 -0.303 0.139 0.321
H 0.636736 -1.810196 2.352290 0.098 0.256 0.099
H 0.091363 -0.069924 4.097665 0.441 -0.408 -0.206
H -0.184880 1.124731 2.789610 -0.051 -0.098 -0.317
H 0.748192 3.332442 0.949378 0.417 -0.464 -0.588
H 1.373157 2.375869 -0.175170 -0.304 0.456 0.440
O 0.801205 2.422586 0.608152 0.241 0.228 0.447
H -1.981307 3.281070 -0.622606 -0.571 1.182 0.506
H -1.112242 2.176647 0.092109 -0.307 0.679 -0.614
O -1.557683 2.455159 -0.733053 0.585 -1.809 -0.222
```
Positions in Å, forces in eV/Å.

The relative energy (zero: lowest compared OMol25 entry of this formula, charge and spin) is 2.7153 eV. The SMILES is C=C/C=C/NC.O.O. Its total energy is -10979.1637 eV. The molecular weight comes out at 119.164 g/mol.



3.
This record from the OMol25 dataset describes 2 unconnected molecules or ions with the total composition C5H13NO2. The level of theory is ωB97M-V/def2-TZVPD.

The geometry in XYZ format:
```
21
Properties=species:S:1:pos:R:3:forces:R:3
C 0.698782 -0.725359 2.596291 0.546 -0.124 -0.148
C -0.177066 0.161844 1.745861 0.414 -0.086 0.291
N -0.487211 -0.316921 0.512337 -0.114 0.441 -0.702
C -1.858672 -0.257035 -1.483335 0.512 -0.360 -1.676
C -1.150045 0.605810 -0.445250 0.449 -1.582 -0.035
C -0.079702 1.496503 -1.046338 0.481 0.956 0.470
O -0.556389 1.244301 2.144016 -0.303 0.071 0.190
H 1.409343 -0.063818 3.087582 -0.037 -0.098 0.225
H 0.143127 -1.290048 3.341623 -0.199 0.211 0.047
H 1.269171 -1.457923 2.017268 -0.119 0.074 -0.085
H 0.198838 -0.911715 0.073417 -0.107 -0.344 0.204
H -1.803990 -1.346487 -1.394530 -0.593 0.114 1.203
H -2.858411 0.073192 -1.757001 -0.070 -0.115 0.252
H -1.283930 -0.258435 -2.415953 -0.007 0.800 -0.217
H -1.840872 1.132006 0.184893 -0.342 0.572 -0.042
H 0.488730 1.880075 -0.227062 0.497 0.240 0.932
H -0.356571 2.446795 -1.509984 -0.600 -0.500 -0.512
H 0.668443 0.977606 -1.644177 -0.417 -0.276 -0.436
H 2.441260 -0.390341 -0.905067 -0.205 -0.405 0.431
H 2.442529 -1.947097 -1.326489 -0.255 0.042 0.594
O 2.692641 -1.052952 -1.548092 0.470 0.370 -0.986
```
Positions in Å, forces in eV/Å.

The relative energy (zero: lowest compared OMol25 entry of this formula, charge and spin) is 0.9526 eV. The SMILES is CC(=O)NC(C)C.O. Its total energy is -10980.9264 eV. The molecular weight comes out at 119.164 g/mol.



4.
This record from the OMol25 dataset describes 3 unconnected molecules or ions with the total composition C5H13NO2. The level of theory is ωB97M-V/def2-TZVPD.

The geometry in XYZ format:
```
21
Properties=species:S:1:pos:R:3:forces:R:3
C -3.057255 -0.968059 -0.229927 0.314 1.440 2.497
N -1.655759 -1.189586 -0.482418 -0.991 2.282 1.485
C -0.731877 -0.724850 0.487981 0.005 -1.444 -2.666
C 0.546345 -1.096129 0.212834 -1.956 -0.105 2.003
C 1.517937 -0.963405 1.296377 -1.508 -0.517 -0.208
C 2.723473 -0.518032 1.085394 3.186 0.769 3.578
H -3.383533 -1.383168 0.768003 -0.264 -1.220 -1.323
H -3.111719 0.068974 0.242920 -0.302 -0.352 -1.874
H -3.668182 -1.161492 -1.124257 -0.052 0.225 0.802
H -1.387171 -1.928331 -1.061559 0.372 -1.159 -0.578
H -1.186539 -0.098630 1.279534 0.800 -0.464 -0.442
H 0.598701 -1.826194 -0.584723 0.707 0.219 -0.252
H 1.063390 -1.250467 2.296334 1.192 0.877 -0.994
H 3.321158 -0.282750 2.036239 -0.656 -0.579 -1.316
H 3.352970 -0.317534 0.237076 -0.809 0.052 -0.789
H 1.437549 1.610341 -0.283693 0.970 1.722 -0.665
H 2.132197 2.802711 -1.235669 -0.698 -1.412 2.172
O 2.025577 2.429115 -0.295457 -0.335 -0.300 -1.501
H -1.233150 2.602024 -1.260286 -3.786 6.718 0.318
H -1.410456 1.107396 -1.863206 0.864 2.386 1.428
O -0.891406 1.821768 -1.352760 2.945 -9.138 -1.674
```
Positions in Å, forces in eV/Å.

The relative energy (zero: lowest compared OMol25 entry of this formula, charge and spin) is 4.4860 eV. The SMILES is C=C/C=C/NC.O.O. Its total energy is -10977.3930 eV. The molecular weight comes out at 119.164 g/mol.



5.
This record from the OMol25 dataset describes 2 unconnected molecules or ions with the total composition C5H13NO2. The level of theory is ωB97M-V/def2-TZVPD.

The geometry in XYZ format:
```
21
Properties=species:S:1:pos:R:3:forces:R:3
C 1.279109 0.402830 0.403544 -3.748 0.323 1.555
N -0.026407 -0.104315 0.594182 2.093 0.007 -0.175
C -1.819484 -1.414672 -1.416372 0.435 -0.756 0.238
C -1.870644 0.102020 -1.071421 -0.713 -2.082 1.013
C -1.221342 0.621609 0.209781 -1.050 -0.057 1.017
C -2.252748 0.587710 1.387889 0.997 -0.433 0.224
O 1.331553 1.509867 -0.075313 1.835 0.176 -0.653
H 2.053850 -0.161789 0.967205 -0.045 0.110 -0.772
H -0.131116 -1.020581 0.998296 -0.069 0.001 0.022
H -0.874299 -1.874145 -1.134432 0.643 0.235 -0.757
H -2.466960 -2.155668 -0.909960 -0.551 1.025 0.105
H -2.048549 -1.510856 -2.495528 0.441 -0.149 0.562
H -1.363323 0.573440 -1.889209 -0.664 0.709 -0.699
H -2.948628 0.158716 -0.854125 0.208 1.440 -1.261
H -1.042733 1.679251 0.074462 0.884 -0.023 -0.257
H -2.659020 1.544213 1.752682 0.364 -0.192 -0.497
H -1.737400 0.108529 2.229584 -0.470 0.083 0.056
H -3.062178 -0.025111 1.045594 -0.700 -0.430 0.374
H 3.596786 -0.415210 -0.498480 0.229 -0.354 -0.180
H 4.172823 -1.887923 -0.421778 -0.189 0.814 0.092
O 4.137709 -1.021377 0.024239 0.070 -0.445 -0.008
```
Positions in Å, forces in eV/Å.

The relative energy (zero: lowest compared OMol25 entry of this formula, charge and spin) is 1.8432 eV. The SMILES is CC[C@@H](C)NC=O.O. Its total energy is -10980.0358 eV. The molecular weight comes out at 119.164 g/mol.



6.
This record from the OMol25 dataset describes 2 unconnected molecules or ions with the total composition C5H13NO2. The level of theory is ωB97M-V/def2-TZVPD.

The geometry in XYZ format:
```
21
Properties=species:S:1:pos:R:3:forces:R:3
C 1.160090 -0.489272 1.338093 -1.361 0.266 1.475
C 1.380759 -1.932568 1.760595 0.072 -1.225 1.452
C -0.261414 0.097229 1.679479 0.887 -0.086 2.420
N -0.487650 1.273672 0.873490 -1.042 0.465 0.241
C -1.122546 0.956597 -0.387715 1.403 1.088 -0.719
C -0.606235 1.945667 -1.451900 -1.048 -1.490 -0.719
O -1.016456 1.796087 -2.576388 0.278 0.691 -0.098
H 1.250727 -0.356502 0.265696 0.720 0.022 0.035
H 1.800241 0.131538 1.979603 0.301 0.147 -1.023
H 2.195452 -2.157954 2.471036 0.632 0.857 -0.734
H 1.530115 -2.578071 0.910359 -0.163 -0.306 -0.172
H 0.649677 -2.396430 2.457881 -0.735 0.511 -0.975
H -0.222560 0.346979 2.792583 -0.081 0.107 -1.335
H -1.071166 -0.638164 1.674874 -0.037 -0.189 -0.629
H -0.921605 2.088053 1.322377 0.235 -0.846 0.065
H -2.232403 0.952913 -0.510388 0.643 -0.339 0.534
H -0.644615 0.012782 -0.716049 -0.722 0.176 -0.028
H 0.170755 2.681114 -1.207051 0.071 0.141 0.287
H -0.303361 -2.625586 -1.264182 0.542 -0.234 -0.148
H 1.183237 -3.048868 -1.599368 -0.377 -0.122 0.050
O 0.587082 -2.304461 -1.470431 -0.217 0.366 0.022
```
Positions in Å, forces in eV/Å.

The relative energy (zero: lowest compared OMol25 entry of this formula, charge and spin) is 2.4984 eV. The SMILES is CCCNCC=O.O. Its total energy is -10979.3806 eV. The molecular weight comes out at 119.164 g/mol.